Here is a cluster of 3 separate species, CH8N2O2 in total at a distorted geometry from the Open Molecules 2025 dataset. Energies are from wB97M-V/def2-TZVPD.

Last columns: bonded neighbours and bond lengths (Å).
Geometry (Å):
1 O -1.201 -1.639 -0.169  H6 0.950, H12 1.002
2 O 0.388 -0.437 -2.207  H7 0.929, H8 0.960
3 N -0.080 1.506 -0.110  C5 1.269, H11 1.021
4 N 0.658 0.072 1.579  C5 1.448, H10 1.065, H13 1.031
5 C 0.403 1.399 1.059  N3 1.269, N4 1.448, H9 1.087
6 H -1.041 -1.313 -1.047  O1 0.950
7 H 0.278 0.231 -1.571  O2 0.929
8 H 1.200 -0.051 -2.545  O2 0.960
9 H 0.581 2.288 1.659  C5 1.087
10 H 0.218 -0.614 0.893  N4 1.065
11 H -1.095 1.442 -0.188  N3 1.021
12 H -0.843 -2.522 0.142  O1 1.002
13 H 0.534 -0.362 2.506  N4 1.031

## Properties
Highest occupied orbital energy, eV: -8.50
E, eV: -8239.8725
Total charge: 0
SMILES string: [H]/N=C\N.O.O


Here is the molecule FH6N4P at a distorted geometry from the Open Molecules 2025 dataset. Energies are from wB97M-V/def2-TZVPD.

Last columns: bonded neighbours and bond lengths (Å).
Geometry (Å):
1 P -0.035 0.362 -0.458  F2 1.743, N3 1.684, N6 1.711
2 F -0.055 1.898 0.366  P1 1.743
3 N -1.318 -0.390 0.333  P1 1.684, N4 1.394, H8 1.021
4 N -2.608 -0.126 -0.126  N3 1.394, H7 1.050, H11 0.960
5 N 2.578 -0.169 -0.141  N6 1.413, H10 0.958, H12 1.048
6 N 1.279 -0.331 0.391  P1 1.711, N5 1.413, H9 0.992
7 H -2.666 -0.617 -1.052  N4 1.050
8 H -1.292 -0.259 1.345  N3 1.021
9 H 1.254 -1.181 0.901  N6 0.992
10 H 2.610 0.787 -0.204  N5 0.958
11 H -2.596 0.794 -0.398  N4 0.960
12 H 2.849 -0.769 -0.957  N5 1.048

## Properties
Highest occupied orbital energy, eV: -9.01
E, eV: -18062.9529
Total charge: 0
SMILES string: NNP(F)NN


Here is the ion C3H8NO2 with charge -1 at a distorted geometry from the Open Molecules 2025 dataset. Energies are from wB97M-V/def2-TZVPD.

Last columns: bonded neighbours and bond lengths (Å).
Geometry (Å):
1 O -1.754 -1.468 -0.018  C6 1.421, H14 0.971
2 O 0.284 2.279 -0.443  C5 1.333
3 N 1.191 -1.307 0.016  C4 1.471, H10 1.011, H11 0.993
4 C 0.309 -0.151 -0.200  N3 1.471, C5 1.585, C6 1.512, H7 1.101
5 C 0.931 1.268 0.136  O2 1.333, C4 1.585, H9 1.109, H13 1.130
6 C -1.066 -0.301 0.410  O1 1.421, C4 1.512, H8 1.091, H12 1.104
7 H 0.108 -0.225 -1.279  C4 1.101
8 H -1.658 0.532 0.027  C6 1.091
9 H 0.856 1.324 1.241  C5 1.109
10 H 1.827 -1.197 0.794  N3 1.011
11 H 1.461 -1.833 -0.783  N3 0.993
12 H -0.936 -0.211 1.502  C6 1.104
13 H 2.016 1.103 -0.134  C5 1.130
14 H -1.087 -2.160 -0.153  O1 0.971

## Properties
Highest occupied orbital energy, eV: -2.32
E, eV: -8824.9704
Total charge: -1
SMILES string: N[C@H](C[O-])CO


- total charge of number 2 (FH6N4P)?
  0